Density functional theory data (ωB97M-V with the def2-TZVPD basis set) for a cluster of 11 separate species, C48H100N2O22 in total in a non-equilibrium geometry.

Values from the calculation:
- HOMO-LUMO gap: 0.3111 Eh
- Net charge: 0
- Multiplicity: 1

Structure (XYZ):
```
172
Properties=species:S:1:pos:R:3:lowdin_charge:R:1
O -0.246 -0.990 -1.653 0.11
N -0.387 -0.623 -0.565 -0.37
O -0.787 -1.303 0.347 0.06
C 0.020 0.724 -0.261 -0.15
C 0.471 1.536 -1.266 -0.02
C 0.684 2.847 -1.008 -0.06
C 0.586 3.307 0.297 -0.06
C 0.211 2.448 1.320 -0.05
C -0.109 1.163 1.025 0.01
H 0.619 1.252 -2.301 0.11
H 0.992 3.541 -1.776 0.10
H 0.686 4.374 0.486 0.10
H 0.099 2.805 2.335 0.09
H -0.536 0.595 1.842 0.11
O 0.311 4.992 -4.429 0.08
N 0.334 3.893 -4.965 -0.37
O 0.527 2.873 -4.430 0.10
C 0.268 3.844 -6.385 -0.18
C 0.389 2.636 -7.006 -0.01
C 0.207 2.586 -8.362 -0.06
C 0.103 3.761 -9.097 -0.06
C 0.082 4.985 -8.452 -0.07
C 0.106 5.012 -7.085 0.00
H 0.530 1.700 -6.483 0.13
H 0.308 1.632 -8.862 0.11
H 0.049 3.713 -10.180 0.11
H 0.074 5.910 -9.007 0.11
H 0.082 5.965 -6.567 0.13
C 1.099 -3.508 6.326 -0.11
O -0.287 -3.724 6.540 -0.17
C -0.861 -4.735 5.720 -0.19
C -1.072 -4.282 4.335 -0.25
O -2.287 -3.619 4.286 -0.16
C -2.675 -3.100 3.037 -0.09
H 1.322 -2.447 6.462 0.06
H 1.452 -3.826 5.329 0.08
H 1.726 -4.078 7.044 0.10
H -1.791 -5.003 6.220 0.13
H -0.227 -5.637 5.735 0.13
H -1.076 -5.135 3.639 0.14
H -0.210 -3.669 4.037 0.10
H -2.456 -3.790 2.213 0.09
H -2.098 -2.180 2.830 0.08
H -3.726 -2.877 3.122 0.07
C 3.835 -7.312 0.238 -0.12
O 3.087 -6.601 1.161 -0.15
C 3.279 -5.237 1.073 -0.25
C 2.636 -4.614 2.253 -0.20
O 1.234 -4.771 2.245 -0.17
C 0.572 -3.981 1.292 -0.11
H 3.354 -7.453 -0.737 0.09
H 4.057 -8.295 0.667 0.09
H 4.834 -6.850 0.079 0.08
H 2.938 -4.818 0.116 0.11
H 4.374 -5.098 1.124 0.12
H 2.956 -3.560 2.296 0.11
H 2.972 -5.163 3.132 0.14
H 1.117 -3.806 0.357 0.09
H 0.246 -3.033 1.737 0.05
H -0.347 -4.497 0.992 0.08
C 3.279 -1.797 -1.535 -0.13
O 2.990 -2.213 -2.819 -0.17
C 4.056 -2.927 -3.460 -0.18
C 4.802 -3.926 -2.671 -0.28
O 5.577 -3.305 -1.717 -0.20
C 6.444 -4.205 -0.977 -0.05
H 4.245 -1.296 -1.411 0.10
H 3.280 -2.671 -0.858 0.08
H 2.503 -1.151 -1.118 0.08
H 4.773 -2.188 -3.853 0.14
H 3.576 -3.476 -4.276 0.13
H 5.393 -4.526 -3.386 0.13
H 4.105 -4.656 -2.202 0.13
H 5.854 -4.930 -0.378 0.05
H 7.094 -3.651 -0.314 0.09
H 7.012 -4.840 -1.688 0.09
C -0.731 -4.479 -5.806 -0.13
O -1.689 -4.140 -4.884 -0.18
C -1.205 -3.320 -3.893 -0.23
C -0.355 -4.086 -2.894 -0.23
O -0.841 -5.257 -2.320 -0.15
C -2.003 -5.029 -1.586 -0.12
H -1.067 -5.337 -6.371 0.09
H 0.251 -4.693 -5.356 0.08
H -0.538 -3.623 -6.485 0.09
H -2.084 -2.928 -3.385 0.12
H -0.597 -2.522 -4.326 0.14
H -0.010 -3.368 -2.127 0.11
H 0.568 -4.375 -3.414 0.11
H -2.281 -5.944 -1.067 0.09
H -2.851 -4.705 -2.203 0.09
H -1.830 -4.255 -0.807 0.08
C 4.126 4.057 -0.200 -0.12
O 4.573 5.041 0.666 -0.17
C 3.587 5.773 1.359 -0.19
C 2.891 5.026 2.507 -0.21
O 3.830 4.472 3.399 -0.15
C 3.195 3.802 4.428 -0.12
H 3.609 3.278 0.390 0.09
H 5.011 3.581 -0.607 0.09
H 3.445 4.358 -1.006 0.09
H 2.857 6.221 0.657 0.12
H 4.126 6.640 1.776 0.13
H 2.249 4.236 2.056 0.10
H 2.226 5.748 3.026 0.10
H 3.963 3.533 5.147 0.09
H 2.712 2.902 4.024 0.09
H 2.465 4.438 4.947 0.08
C -0.024 7.253 1.801 -0.08
O -1.166 6.411 1.999 -0.16
C -1.558 6.324 3.282 -0.27
C -0.627 5.507 4.123 -0.22
O -1.315 5.094 5.286 -0.16
C -0.488 4.346 6.102 -0.13
H -0.239 8.339 1.901 0.10
H 0.381 7.109 0.794 0.08
H 0.813 7.058 2.503 0.06
H -2.541 5.841 3.256 0.14
H -1.797 7.296 3.744 0.14
H 0.274 6.107 4.379 0.12
H -0.232 4.680 3.494 0.12
H -0.082 3.476 5.570 0.08
H -1.086 4.005 6.944 0.09
H 0.330 4.958 6.510 0.09
C -2.071 1.372 4.232 -0.06
O -0.647 1.134 4.212 -0.20
C -0.268 0.167 5.116 -0.24
C 1.243 0.074 5.135 -0.18
O 1.781 -0.117 3.822 -0.18
C 1.796 -1.460 3.405 -0.11
H -2.575 0.843 3.414 0.08
H -2.211 2.445 4.018 0.09
H -2.549 1.208 5.201 0.09
H -0.674 -0.842 4.907 0.13
H -0.624 0.394 6.139 0.14
H 1.580 -0.721 5.824 0.10
H 1.730 0.999 5.467 0.12
H 2.375 -2.069 4.122 0.09
H 2.307 -1.478 2.450 0.09
H 0.783 -1.873 3.349 0.07
C -3.339 -1.820 -6.701 -0.09
O -2.832 -0.496 -6.920 -0.17
C -3.677 0.531 -6.444 -0.22
C -3.072 1.186 -5.271 -0.24
O -3.327 0.405 -4.146 -0.15
C -2.678 0.941 -3.046 -0.12
H -4.376 -1.938 -7.059 0.09
H -3.305 -2.162 -5.653 0.08
H -2.727 -2.550 -7.242 0.08
H -4.667 0.139 -6.181 0.13
H -3.862 1.243 -7.257 0.13
H -3.489 2.208 -5.141 0.14
H -1.993 1.305 -5.456 0.12
H -3.005 1.981 -2.858 0.10
H -1.588 0.930 -3.150 0.07
H -2.975 0.376 -2.161 0.09
C -4.803 -0.874 1.167 -0.13
O -4.914 0.510 1.247 -0.19
C -6.257 0.876 1.469 -0.22
C -6.418 2.375 1.612 -0.24
O -6.193 3.063 0.438 -0.18
C -4.817 3.348 0.166 -0.08
H -5.109 -1.382 2.088 0.08
H -3.768 -1.133 0.957 0.08
H -5.398 -1.255 0.320 0.10
H -6.709 0.311 2.302 0.13
H -6.854 0.602 0.571 0.14
H -5.783 2.774 2.423 0.13
H -7.458 2.575 1.877 0.13
H -4.810 3.994 -0.716 0.09
H -4.279 2.452 -0.161 0.07
H -4.369 3.838 1.030 0.09
```